Computed, not measured: a cluster of 6 separate species, C13H26O16 in total, with ωB97M-V/def2-TZVPD.

XYZ file:
```
55
Properties=species:S:1:pos:R:3:forces:R:3
O -0.121 2.176 -2.506 -0.98 0.51 0.38
H -0.591 2.933 -2.104 0.29 -0.26 -0.15
O -0.710 -0.058 -0.924 -2.74 -1.73 1.09
C 0.393 -0.716 -0.540 3.83 1.67 -0.19
O 1.487 -0.197 -0.828 0.49 1.01 -0.90
O 0.385 -1.721 0.169 -2.75 -2.53 1.53
H -0.538 0.732 -1.442 1.24 1.60 -1.24
C -1.930 0.766 -4.391 0.02 -0.39 -0.76
O -1.692 -0.664 -4.594 1.95 0.01 0.26
C -0.369 -1.126 -4.388 0.95 5.29 2.55
O 0.611 -0.497 -3.964 -2.83 -1.48 -2.09
O -0.411 -2.381 -4.587 -1.07 -3.78 -1.86
C 0.737 -3.154 -4.802 1.58 -0.23 1.44
H -1.115 1.348 -4.820 0.25 -0.06 0.85
H -2.178 1.015 -3.359 0.74 -0.11 -0.10
H -2.788 1.005 -5.020 -0.38 -0.33 -0.10
H 1.598 -2.631 -5.219 -0.39 0.48 -0.31
H 0.575 -4.080 -5.354 -0.78 0.37 -0.31
H 1.109 -3.479 -3.830 0.00 -0.01 0.23
C 4.672 4.425 0.654 0.18 -2.20 -1.13
O 3.453 4.230 1.295 -1.53 1.79 2.78
C 2.467 3.466 0.769 0.64 -2.08 -2.85
O 2.573 2.970 -0.333 -0.30 0.87 1.37
O 1.483 3.278 1.639 1.65 1.23 1.90
C 0.372 2.463 1.394 -1.74 -0.38 -1.56
H 5.400 5.085 1.126 -0.93 0.59 0.39
H 4.498 4.635 -0.401 0.31 0.14 -0.02
H 5.121 3.438 0.758 0.65 -0.10 -0.78
H 0.574 1.493 0.941 0.49 0.25 -0.53
H -0.292 3.066 0.775 -0.03 -0.48 -0.61
H -0.258 2.250 2.258 0.86 0.43 0.83
C -2.930 -1.579 1.404 0.60 2.11 0.01
O -3.771 -2.643 1.685 -2.85 -2.36 -0.17
C -5.071 -2.631 1.295 1.12 1.33 -0.59
O -5.642 -1.683 0.753 0.62 -2.57 1.22
O -5.556 -3.883 1.624 -0.43 0.71 -0.78
C -6.791 -4.303 1.052 -1.58 0.66 0.26
H -3.329 -0.718 1.939 0.26 0.32 0.11
H -2.875 -1.285 0.356 0.14 -0.42 -0.08
H -1.946 -1.851 1.785 -0.06 0.07 -0.36
H -6.910 -4.282 -0.031 1.07 -0.36 -0.17
H -7.664 -3.703 1.307 0.30 0.91 0.57
H -7.129 -5.245 1.484 0.98 -0.36 -0.19
C 5.181 1.115 2.910 0.54 -0.71 0.01
O 3.842 1.140 3.390 -0.33 1.12 0.24
C 2.868 0.390 2.848 -1.27 -3.56 -1.12
O 2.971 -0.457 1.982 0.72 1.65 1.06
O 1.711 0.507 3.565 1.81 2.49 0.40
C 0.635 -0.389 3.442 0.14 -0.97 0.02
H 5.459 0.143 2.501 -0.30 -0.09 -0.03
H 5.833 1.319 3.760 -0.27 -0.16 0.34
H 5.497 1.865 2.185 -0.97 0.19 -0.28
H -0.063 -0.097 4.226 -0.02 0.13 -0.07
H 1.029 -1.374 3.693 -0.27 -0.29 -0.27
H 0.137 -0.426 2.473 0.38 0.07 -0.24
```
Positions in Å, forces in eV/Å.

Values from the calculation:
Energy above the lowest of the compared OMol25 structures with the same formula, charge and spin, kcal/mol: 3.5
Total charge: -2
Molecular weight, g/mol: 438.335
Multiplicity: 1
Energy, hartree: -1714.6726
LUMO, eV: 4.06
Orbital gap, eV: 3.77


Computed, not measured: a structure of composition C39H57AlB2Br2ClF4N2O16S2, with ωB97M-V/def2-TZVPD.

XYZ file:
```
126
Properties=species:S:1:pos:R:3:forces:R:3
C 1.285 3.029 -3.432 1.72 0.66 0.82
O 0.110 2.427 -2.903 0.88 2.38 0.79
C -0.778 1.996 -3.711 -0.61 -2.32 1.46
C -0.443 0.634 -4.289 -1.05 -0.15 -1.55
C -1.024 -0.495 -3.414 0.90 0.28 1.13
C -0.903 -0.293 -1.869 0.04 -1.06 -0.38
C -0.016 -1.340 -1.144 -0.66 0.76 0.02
O 1.021 -0.681 -0.369 0.27 -1.01 -1.13
S 2.363 -0.384 -1.207 1.09 0.40 1.51
O 1.991 0.381 -2.390 -0.51 0.03 -0.60
O 2.772 -1.843 -1.807 -0.74 0.61 0.21
B 3.178 -1.706 -3.160 -0.28 -0.54 -0.88
C 2.311 -2.200 -4.392 -0.33 0.15 1.31
O 4.362 -1.141 -3.397 0.47 0.10 0.18
H 2.156 2.639 -2.918 -0.03 -0.33 0.13
H 1.210 4.092 -3.138 -0.24 -0.33 -0.28
H 1.429 2.925 -4.498 -0.38 -0.30 -0.28
H -0.816 2.883 -4.683 -0.30 -0.02 -1.47
H -1.738 2.048 -3.197 -0.52 0.03 -0.29
H 0.607 0.512 -4.493 0.48 0.17 0.29
H -0.915 0.569 -5.274 0.06 -0.19 -0.21
H -0.440 -1.375 -3.667 0.14 -0.14 -0.22
H -2.043 -0.752 -3.675 -0.38 0.32 -0.16
H -1.899 -0.406 -1.464 -0.27 0.26 0.23
H -0.513 0.670 -1.576 -0.05 0.32 -0.03
H -0.629 -1.860 -0.428 0.05 -0.23 0.38
H 0.420 -2.074 -1.813 0.16 -0.04 -0.11
H 2.095 -1.327 -5.002 0.11 0.06 -0.37
H 2.812 -2.972 -4.957 0.09 -0.14 -0.35
H 1.362 -2.576 -4.023 -0.21 -0.31 -0.17
H 4.515 -1.132 -4.349 0.47 0.26 -0.04
C 0.625 0.291 2.725 0.35 -0.92 0.32
C 1.228 0.816 4.019 2.19 -6.87 1.12
O 1.319 -0.238 5.005 0.04 0.02 -0.20
C 2.321 -1.089 4.850 -0.07 -0.44 0.28
O 3.157 -1.063 3.988 0.13 -0.01 -0.16
O 2.233 -2.013 5.817 0.06 0.05 0.01
C 3.216 -3.044 5.719 0.18 -0.31 0.10
H -0.334 -0.199 2.923 -0.07 -0.04 0.10
H 0.470 1.106 2.023 -0.05 -1.73 0.05
H 1.273 -0.451 2.257 0.18 -0.24 0.17
H 0.585 1.582 4.446 0.80 -1.00 2.66
H 2.208 1.276 3.855 -0.35 -0.62 1.01
H 4.219 -2.631 5.658 -0.01 0.05 -0.14
H 3.011 -3.674 4.853 0.11 0.07 -0.06
H 3.146 -3.652 6.617 -0.19 0.12 0.07
Cl -1.054 3.093 -6.262 -0.25 0.18 0.56
Al -3.098 1.395 -6.071 -0.01 0.23 -0.19
C -4.454 -3.285 -4.580 0.03 0.09 -0.01
C -5.054 -2.869 -5.760 0.07 0.09 0.02
C -6.401 -3.114 -5.980 -0.03 0.06 -0.03
C -7.151 -3.769 -5.014 -0.01 -0.01 0.02
C -6.552 -4.182 -3.833 -0.03 -0.01 0.00
C -5.203 -3.944 -3.616 0.03 0.01 0.06
H -3.400 -3.098 -4.410 0.01 -0.05 -0.02
H -4.468 -2.353 -6.513 0.00 -0.07 -0.05
H -6.867 -2.796 -6.904 -0.01 -0.01 -0.01
H -8.202 -3.957 -5.183 -0.01 -0.01 0.00
H -7.138 -4.691 -3.080 -0.01 -0.02 0.01
H -4.736 -4.273 -2.697 0.00 -0.01 0.01
C 0.430 5.735 0.048 0.77 0.22 0.58
C 0.122 7.214 0.011 -0.23 -0.02 0.38
O -0.138 7.478 -1.407 0.12 -0.51 0.04
S -0.808 6.183 -2.030 0.29 0.36 0.58
O -2.212 6.351 -2.101 -0.28 -0.10 -0.45
O -0.051 5.749 -3.156 -0.10 0.29 -1.11
O -0.466 5.157 -0.903 -0.56 -0.41 0.42
H 1.453 5.540 -0.280 0.02 0.00 0.01
H 0.281 5.276 1.021 -0.10 0.01 -0.08
H 0.944 7.825 0.379 0.06 0.08 -0.31
H -0.783 7.449 0.573 -0.05 -0.02 -0.10
C -8.225 -2.574 3.940 -0.01 -0.09 -0.06
C -7.978 -3.831 3.398 0.00 0.08 0.03
C -6.723 -4.403 3.511 -0.18 -0.05 -0.09
C -5.705 -3.716 4.157 0.03 0.19 0.08
C -5.947 -2.444 4.682 0.07 -0.17 -0.06
C -7.213 -1.882 4.580 -0.13 0.05 -0.03
C -4.856 -1.671 5.338 0.06 0.09 0.09
O -5.064 -0.570 5.796 -0.07 0.20 0.05
C -3.499 -2.281 5.409 0.03 -0.04 -0.05
C -2.453 -1.557 5.966 0.52 -0.13 0.07
C -1.180 -2.122 6.051 -0.39 0.26 0.05
C -0.958 -3.412 5.588 -0.08 0.01 -0.04
C -1.995 -4.135 5.027 -0.21 0.11 -0.04
C -3.270 -3.569 4.926 0.26 -0.15 0.01
C -4.365 -4.349 4.289 0.18 -0.24 -0.02
O -4.165 -5.474 3.880 -0.05 -0.05 -0.09
H -9.209 -2.133 3.858 -0.02 0.00 0.00
H -8.768 -4.366 2.888 -0.02 -0.01 0.01
H -6.532 -5.382 3.095 0.12 -0.03 0.06
H -7.403 -0.903 4.997 0.12 0.03 0.04
H -2.625 -0.554 6.329 -0.12 -0.01 0.00
H -0.366 -1.555 6.479 0.01 0.00 -0.02
H 0.028 -3.849 5.662 0.04 0.01 0.02
H -1.822 -5.138 4.662 -0.14 -0.03 -0.04
B 1.010 2.895 2.625 1.05 3.02 -1.66
F 0.980 4.307 2.787 -0.14 -1.08 -0.02
F 2.309 2.432 2.846 0.53 1.95 -1.58
F 0.130 2.305 3.537 -4.82 6.78 -2.40
F 0.611 2.572 1.295 0.05 1.13 0.15
Br 4.896 1.133 -6.081 -0.08 -0.04 0.06
C 6.654 1.492 -5.312 -0.01 0.15 -0.15
C 7.675 0.497 -5.791 0.10 -0.17 0.19
Br 7.480 -1.215 -4.890 -0.03 -0.01 -0.10
H 6.530 1.495 -4.235 0.01 -0.08 0.02
H 6.911 2.494 -5.648 0.00 -0.01 -0.05
H 8.678 0.836 -5.547 -0.01 0.07 0.02
H 7.611 0.301 -6.856 -0.04 0.06 -0.03
C 3.691 -6.045 2.360 0.08 -0.07 0.19
C 5.016 -5.320 2.406 -0.13 0.07 -0.18
O 5.820 -5.541 3.273 0.23 -0.06 0.29
C 5.288 -4.307 1.320 0.15 0.01 0.10
H 3.632 -6.738 3.196 0.03 -0.01 0.01
H 2.872 -5.328 2.437 -0.04 -0.02 -0.19
H 3.605 -6.609 1.430 -0.13 0.12 -0.07
H 4.538 -3.515 1.352 -0.07 -0.06 -0.13
H 5.273 -4.794 0.343 -0.16 0.07 -0.04
H 6.269 -3.866 1.476 0.02 -0.01 0.03
C 2.979 9.909 0.983 0.14 0.30 -0.03
O 2.547 8.811 1.301 -0.06 -0.03 -0.08
N 2.161 10.978 0.740 0.01 -0.18 0.00
N 4.315 10.154 0.847 -0.09 -0.11 -0.01
H 2.495 11.886 0.480 0.04 0.01 0.01
H 1.174 10.832 0.834 -0.03 0.03 0.04
H 4.940 9.390 1.022 0.01 -0.01 0.03
H 4.694 11.045 0.590 -0.02 0.04 0.02
```
Positions in Å, forces in eV/Å.

Values from the calculation:
Total charge: +1
Molecular weight, g/mol: 1193.876
Multiplicity: 1
Energy, hartree: -9929.5344
LUMO, eV: -8.66
Orbital gap, eV: 1.74


Computed, not measured: a structure of composition C27H29Co2N3O6, with ωB97M-V/def2-TZVPD.

XYZ file:
```
67
Properties=species:S:1:pos:R:3:forces:R:3
O -3.095 -0.783 -0.406 -0.99 -0.55 0.87
C -2.429 0.129 -0.880 1.08 -0.46 -0.91
Co 0.025 1.276 -2.008 -0.34 0.74 0.80
C 1.676 1.381 -1.434 1.86 -0.74 0.56
O 2.774 1.525 -1.070 -1.52 -0.07 -0.52
C -0.811 -0.393 -1.538 -0.69 1.94 -0.86
O -0.688 -1.537 -1.823 -0.11 -0.43 0.23
C -0.958 1.629 -3.674 -2.03 -3.03 1.99
C -0.509 0.803 -4.811 -0.12 -0.15 -0.37
C 0.882 0.605 -5.011 -0.18 0.24 0.14
C 1.370 -0.239 -6.005 -0.45 -0.02 -0.02
C 0.464 -0.890 -6.851 -0.48 0.19 0.19
C -0.920 -0.688 -6.699 0.35 0.19 0.32
C -1.408 0.145 -5.684 0.46 0.07 0.22
C -1.851 1.765 -2.560 1.73 -3.29 -3.81
C -2.986 1.089 -1.965 -1.15 -0.97 -0.72
Co -0.958 3.239 -2.898 1.65 6.64 0.16
C -1.010 4.088 -4.406 0.52 0.78 -1.99
O -0.988 4.607 -5.441 -0.23 -0.51 1.12
C 0.738 3.686 -2.338 0.54 0.32 0.35
O 1.698 4.311 -2.138 -1.10 -0.74 -0.27
C -2.054 4.297 -2.031 -0.52 1.00 1.42
O -2.793 4.993 -1.472 0.61 -0.84 -0.81
H 1.590 1.109 -4.340 -0.43 -0.20 -0.25
H 2.451 -0.401 -6.106 -0.51 0.08 0.02
H 0.819 -1.568 -7.618 0.03 0.03 -0.01
H -1.633 -1.196 -7.353 0.28 0.10 0.14
H -2.485 0.275 -5.535 0.44 -0.04 -0.08
H -3.726 1.780 -1.524 0.27 -0.29 -0.27
H -3.516 0.474 -2.721 0.17 0.16 0.45
C 4.417 -5.109 4.469 0.05 0.03 -0.03
C 3.824 -3.732 4.716 0.17 0.17 0.02
C 2.318 -3.699 4.593 -0.32 0.26 0.05
C 1.675 -2.366 4.997 -0.04 0.37 -0.82
N 1.491 -1.420 3.895 1.95 -1.08 0.49
C 2.428 -0.499 3.417 -0.80 -0.11 0.77
C 1.874 0.105 2.352 -0.37 -0.21 -0.44
N 0.630 -0.474 2.150 0.45 1.14 -0.85
C -0.270 -0.151 1.049 0.77 -0.54 -0.09
C -1.203 0.981 1.377 0.28 0.48 0.22
C -2.173 0.751 2.505 -0.07 -0.35 -0.08
C -3.105 1.940 2.307 -0.21 0.07 0.96
C -3.225 2.155 0.809 0.61 -0.29 -0.26
N -2.059 1.375 0.206 0.95 1.19 1.11
C 0.408 -1.372 3.116 -1.12 -0.15 0.51
H 5.475 -5.121 4.722 0.17 -0.02 0.01
H 3.925 -5.869 5.074 -0.08 -0.05 0.09
H 4.323 -5.402 3.425 -0.05 -0.04 -0.12
H 4.097 -3.389 5.718 0.03 -0.01 0.01
H 4.262 -3.011 4.021 0.04 0.01 -0.01
H 2.014 -3.974 3.579 -0.11 0.05 0.00
H 1.894 -4.460 5.257 0.02 -0.12 0.07
H 0.675 -2.575 5.387 -0.07 0.14 0.16
H 2.274 -1.867 5.763 -0.12 -0.02 0.05
H 3.390 -0.356 3.869 0.00 -0.03 0.08
H 2.263 0.873 1.705 -0.08 -0.03 0.02
H 0.399 0.154 0.217 -0.60 -0.46 0.47
H -0.833 -1.064 0.798 0.21 0.34 -0.09
H -0.591 1.875 1.615 -0.12 -0.29 0.02
H -2.669 -0.218 2.370 -0.13 0.25 -0.12
H -1.678 0.719 3.481 -0.05 0.19 -0.15
H -4.066 1.796 2.806 0.00 0.06 -0.18
H -2.623 2.809 2.771 -0.12 -0.04 -0.05
H -4.163 1.786 0.394 0.14 -0.14 0.04
H -3.089 3.211 0.539 -0.21 -0.32 -0.02
H -1.492 2.053 -0.338 -0.30 -0.52 -0.03
H -0.483 -1.963 3.210 0.03 -0.07 0.10
```
Positions in Å, forces in eV/Å.

Values from the calculation:
Total charge: -2
Molecular weight, g/mol: 609.410
Multiplicity: 1
Energy, hartree: -4427.1905
LUMO, eV: 4.16
Orbital gap, eV: 1.82